# 1
The following is a DFT calculation (ωB97M-V/def2-TZVPD) of 4 unconnected molecules or ions with the total composition C34H45F24N3O8PS2.

Results
* HOMO-LUMO gap: 6.855 eV
* lowest unoccupied orbital energy: -0.15514 Eh

Geometry as ORCA input:
```
! RIJCOSX wB97M-V def2-TZVPD def2/J DEFGRID3
* xyz 1 1
C 0.530 5.726 -2.433
C 0.831 4.436 -2.147
C 0.244 3.147 -2.612
N -0.284 2.918 -4.039
N -0.375 3.977 -4.981
C -1.245 4.852 -4.897
S -2.443 5.807 -4.956
C -1.376 1.838 -3.953
C -2.811 2.172 -4.292
C -3.688 0.970 -4.690
C -5.137 1.539 -4.818
C -5.810 1.440 -3.441
C -7.272 1.919 -3.439
C -7.606 2.753 -2.185
C -7.356 4.244 -2.395
O -5.987 4.555 -2.045
C -5.568 5.740 -2.704
C -0.968 1.137 -2.615
C -1.810 -0.051 -2.152
C -1.004 -1.061 -1.287
C -1.413 -2.504 -1.559
S -3.170 -2.804 -1.135
C -0.695 2.333 -1.644
N 0.284 1.836 -0.640
C -0.141 1.485 0.462
O -0.401 1.181 1.542
P -2.158 3.216 -0.990
O -3.320 2.347 -0.852
O -2.449 4.421 -2.014
O -1.760 3.928 0.374
H 0.508 6.058 -3.470
H 0.306 6.486 -1.691
H 1.600 4.288 -1.384
H 1.107 2.474 -2.593
H 0.478 2.372 -4.430
H -1.085 1.111 -4.720
H -2.896 2.866 -5.131
H -3.352 2.648 -3.474
H -3.399 0.556 -5.657
H -3.732 0.223 -3.905
H -5.097 2.598 -5.080
H -5.669 0.939 -5.555
H -5.786 0.404 -3.096
H -5.247 2.064 -2.742
H -7.944 1.058 -3.439
H -7.514 2.511 -4.326
H -7.042 2.414 -1.315
H -8.671 2.628 -1.977
H -7.996 4.858 -1.754
H -7.477 4.510 -3.450
H -5.223 5.486 -3.720
H -4.690 6.104 -2.162
H -6.350 6.499 -2.735
H -0.017 0.677 -2.905
H -2.067 -0.611 -3.054
H -2.697 0.279 -1.618
H 0.072 -0.909 -1.407
H -1.230 -0.843 -0.238
H -1.219 -2.803 -2.587
H -0.848 -3.134 -0.875
H -3.595 -1.626 -0.644
H -3.372 4.291 -2.297
H -1.014 4.537 0.251
C 3.249 0.994 3.339
C 2.983 -0.320 2.584
C 1.831 -1.197 3.078
F 2.042 -1.634 4.331
F 1.732 -2.284 2.273
F 4.121 -1.034 2.513
F 2.659 0.032 1.297
O 4.298 1.006 4.286
C 4.085 0.630 5.595
C 4.926 -0.592 5.968
F 4.609 -1.646 5.188
F 4.676 -0.938 7.254
F 2.776 0.440 5.847
F 4.487 1.657 6.371
H 3.586 1.692 2.573
H 2.330 1.422 3.743
H 0.883 -0.653 3.040
H 5.984 -0.381 5.855
C -3.038 -9.506 -3.051
C -3.605 -9.024 -4.397
C -2.624 -8.420 -5.404
F -2.045 -7.299 -4.925
F -3.296 -8.080 -6.528
F -4.626 -8.168 -4.174
F -4.133 -10.123 -5.005
O -3.182 -8.644 -1.932
C -2.253 -7.671 -1.656
C -2.877 -6.276 -1.711
F -3.375 -6.017 -2.934
F -1.924 -5.344 -1.450
F -1.171 -7.769 -2.450
F -1.829 -7.870 -0.390
H -3.641 -10.373 -2.787
H -2.018 -9.878 -3.148
H -1.846 -9.141 -5.670
H -3.681 -6.182 -0.979
C 8.577 0.965 8.660
C 8.554 0.534 7.183
C 8.578 -0.967 6.886
F 9.710 -1.543 7.323
F 8.515 -1.147 5.542
F 9.541 1.161 6.516
F 7.371 0.999 6.665
O 9.819 1.376 9.202
C 10.697 0.464 9.747
C 12.026 0.442 8.989
F 11.832 0.097 7.700
F 12.844 -0.474 9.550
F 10.148 -0.760 9.839
F 10.957 0.872 11.007
H 7.967 1.866 8.697
H 8.072 0.242 9.302
H 7.718 -1.468 7.342
H 12.501 1.424 9.025
*
```

Löwdin atomic charge list, values in e, 99 entries: atom 1 (C): 0.05, atom 2 (C): -0.10, atom 3 (C): -0.19, atom 4 (N): 0.01, atom 5 (N): 0.11, atom 6 (C): -0.74, atom 7 (S): 0.94, atom 8 (C): -0.15, atom 9 (C): -0.15, atom 10 (C): -0.16, atom 11 (C): -0.18, atom 12 (C): -0.20, atom 13 (C): -0.19, atom 14 (C): -0.17, atom 15 (C): -0.20, atom 16 (O): -0.21, atom 17 (C): -0.12, atom 18 (C): -0.20, atom 19 (C): -0.16, atom 20 (C): -0.26, atom 21 (C): -0.52, atom 22 (S): 0.75, atom 23 (C): -0.33, atom 24 (N): 0.18, atom 25 (C): -0.31, atom 26 (O): 0.23, atom 27 (P): 0.50, atom 28 (O): -0.20, atom 29 (O): -0.14, atom 30 (O): -0.06, atom 31 (H): 0.06, atom 32 (H): 0.08, atom 33 (H): 0.12, atom 34 (H): 0.15, atom 35 (H): 0.18, atom 36 (H): 0.16, atom 37 (H): 0.10, atom 38 (H): 0.08, atom 39 (H): 0.12, atom 40 (H): 0.09, atom 41 (H): 0.11, atom 42 (H): 0.12, atom 43 (H): 0.12, atom 44 (H): 0.08, atom 45 (H): 0.11, atom 46 (H): 0.11, atom 47 (H): 0.12, atom 48 (H): 0.11, atom 49 (H): 0.13, atom 50 (H): 0.12, atom 51 (H): 0.06, atom 52 (H): 0.08, atom 53 (H): 0.10, atom 54 (H): 0.15, atom 55 (H): 0.11, atom 56 (H): 0.09, atom 57 (H): 0.11, atom 58 (H): 0.10, atom 59 (H): 0.08, atom 60 (H): 0.06, atom 61 (H): -0.14, atom 62 (H): 0.05, atom 63 (H): 0.10, atom 64 (C): -0.05, atom 65 (C): -0.44, atom 66 (C): -0.31, atom 67 (F): 0.11, atom 68 (F): 0.09, atom 69 (F): 0.15, atom 70 (F): 0.08, atom 71 (O): 0.05, atom 72 (C): -0.53, atom 73 (C): -0.29, atom 74 (F): 0.11, atom 75 (F): 0.10, atom 76 (F): 0.15, atom 77 (F): 0.15, atom 78 (H): 0.15, atom 79 (H): 0.15, atom 80 (H): 0.16, atom 81 (H): 0.14, atom 82 (C): -0.04, atom 83 (C): -0.44, atom 84 (C): -0.30, atom 85 (F): 0.09, atom 86 (F): 0.10, atom 87 (F): 0.13, atom 88 (F): 0.11, atom 89 (O): 0.05, atom 90 (C): -0.54, atom 91 (C): -0.29, atom 92 (F): 0.10, atom 93 (F): 0.03, atom 94 (F): 0.15, atom 95 (F): 0.15, atom 96 (H): 0.15, atom 97 (H): 0.15, atom 98 (H): 0.17, atom 99 (H): 0.17

=====

# 2
The following is a DFT calculation (ωB97M-V/def2-TZVPD) of a molecular structure, C34H45F3LiNO4P.

Results
* HOMO-LUMO gap: 4.909 eV
* lowest unoccupied orbital energy: -0.18595 Eh

Geometry as ORCA input:
```
! RIJCOSX wB97M-V def2-TZVPD def2/J DEFGRID3
* xyz 1 1
C 5.597 -4.542 -2.299
P 5.838 -3.113 -3.445
O 7.451 -3.136 -3.835
C 5.627 -1.658 -2.314
C 6.487 -1.561 -1.238
C 6.412 -0.487 -0.356
C 7.402 -0.473 0.788
C 6.951 -1.302 2.033
C 6.504 -2.707 1.713
F 7.426 -3.699 1.639
C 5.235 -3.074 1.503
F 4.770 -4.244 1.909
F 4.344 -2.328 0.869
C 5.441 0.465 -0.607
C 4.540 0.361 -1.669
C 4.646 -0.711 -2.519
C 3.480 1.432 -1.855
O 3.031 1.619 -2.971
C 3.055 2.235 -0.661
C 1.707 2.920 -0.617
C 0.573 2.145 -1.334
C -0.787 2.588 -0.688
C -1.920 2.799 -1.714
C -3.018 3.700 -1.051
C -3.941 2.836 -0.134
C -5.036 2.172 -1.015
C -6.220 1.604 -0.172
C -6.561 0.165 -0.680
C -8.079 -0.057 -0.494
C -8.622 -1.334 -1.178
C -7.768 -2.584 -0.959
N -7.926 -3.169 0.376
C -9.030 -3.152 1.164
C -8.695 -3.852 2.297
C -7.345 -4.281 2.183
C -6.912 -3.850 0.951
C 3.938 2.339 0.338
C 3.695 3.103 1.626
C 3.101 2.063 2.648
C 4.144 1.787 3.749
O 3.838 0.575 4.440
C 5.308 1.679 0.266
O 6.217 2.191 0.893
H 6.173 -5.417 -2.620
H 4.536 -4.786 -2.180
H 5.968 -4.310 -1.284
H 8.004 -2.713 -3.163
H 7.264 -2.308 -1.073
H 8.308 -0.970 0.413
H 7.716 0.520 1.107
H 7.854 -1.423 2.647
H 6.157 -0.810 2.602
H 3.966 -0.818 -3.362
H 1.789 3.903 -1.110
H 1.366 3.114 0.403
H 0.647 1.064 -1.172
H 0.481 2.373 -2.397
H -0.639 3.561 -0.193
H -1.095 1.898 0.113
H -1.598 3.345 -2.605
H -2.446 1.871 -1.965
H -2.559 4.445 -0.383
H -3.606 4.260 -1.783
H -4.411 3.463 0.663
H -3.310 2.062 0.361
H -5.346 2.944 -1.726
H -4.544 1.379 -1.589
H -5.870 1.516 0.870
H -7.068 2.281 -0.295
H -6.278 0.095 -1.738
H -6.002 -0.578 -0.100
H -8.348 -0.044 0.570
H -8.572 0.803 -0.969
H -9.656 -1.458 -0.838
H -8.687 -1.164 -2.262
H -6.704 -2.404 -1.133
H -8.080 -3.325 -1.712
H -9.967 -2.683 0.911
H -9.359 -4.044 3.130
H -6.778 -4.852 2.905
H -5.933 -4.021 0.524
H 2.955 3.895 1.498
H 4.615 3.542 2.016
H 2.173 2.432 3.100
H 2.875 1.105 2.160
H 5.149 1.684 3.313
H 4.174 2.593 4.489
H 3.547 -0.091 3.810
Li -3.759 2.607 2.464
*
```

In elementary charge units, the Löwdin charges are: atom 1 (C): -0.27, atom 2 (P): 0.88, atom 3 (O): -0.32, atom 4 (C): -0.33, atom 5 (C): -0.06, atom 6 (C): -0.15, atom 7 (C): -0.11, atom 8 (C): -0.07, atom 9 (C): -0.22, atom 10 (F): 0.07, atom 11 (C): -0.32, atom 12 (F): 0.15, atom 13 (F): 0.14, atom 14 (C): -0.04, atom 15 (C): -0.07, atom 16 (C): -0.02, atom 17 (C): -0.26, atom 18 (O): 0.12, atom 19 (C): -0.09, atom 20 (C): -0.12, atom 21 (C): -0.17, atom 22 (C): -0.21, atom 23 (C): -0.18, atom 24 (C): -0.20, atom 25 (C): -0.27, atom 26 (C): -0.19, atom 27 (C): -0.18, atom 28 (C): -0.20, atom 29 (C): -0.20, atom 30 (C): -0.18, atom 31 (C): -0.14, atom 32 (N): -0.13, atom 33 (C): -0.10, atom 34 (C): -0.10, atom 35 (C): -0.10, atom 36 (C): -0.12, atom 37 (C): -0.09, atom 38 (C): -0.11, atom 39 (C): -0.15, atom 40 (C): -0.25, atom 41 (O): -0.08, atom 42 (C): -0.24, atom 43 (O): 0.11, atom 44 (H): 0.04, atom 45 (H): 0.04, atom 46 (H): 0.02, atom 47 (H): 0.04, atom 48 (H): 0.12, atom 49 (H): 0.12, atom 50 (H): 0.11, atom 51 (H): 0.13, atom 52 (H): 0.11, atom 53 (H): 0.12, atom 54 (H): 0.14, atom 55 (H): 0.10, atom 56 (H): 0.12, atom 57 (H): 0.11, atom 58 (H): 0.10, atom 59 (H): 0.10, atom 60 (H): 0.12, atom 61 (H): 0.11, atom 62 (H): 0.10, atom 63 (H): 0.11, atom 64 (H): 0.08, atom 65 (H): 0.08, atom 66 (H): 0.12, atom 67 (H): 0.11, atom 68 (H): 0.09, atom 69 (H): 0.11, atom 70 (H): 0.12, atom 71 (H): 0.11, atom 72 (H): 0.12, atom 73 (H): 0.11, atom 74 (H): 0.10, atom 75 (H): 0.12, atom 76 (H): 0.11, atom 77 (H): 0.13, atom 78 (H): 0.11, atom 79 (H): 0.09, atom 80 (H): 0.09, atom 81 (H): 0.12, atom 82 (H): 0.10, atom 83 (H): 0.12, atom 84 (H): 0.11, atom 85 (H): 0.11, atom 86 (H): 0.11, atom 87 (H): 0.13, atom 88 (H): 0.07, atom 89 (Li): 0.88

=====

Energy list, top to bottom, in Eh: -5622.9449; -2326.4461
HOMO list, top to bottom, in eV: -11.0761; -9.9690
F_max list, top to bottom, in hartree/bohr: 0.048; 0.046